No. 1
# C7H13O

An isolated ion of composition C7H13O and charge -1 in a non-equilibrium geometry (the ωB97M-V functional and the def2-TZVPD basis, OMol25).

- Kohn-Sham gap: 5.418 eV
- SMILES string: C=CCCCCC[O-]
- Spin multiplicity: 1
- Net charge: -1
- Highest occupied orbital energy: -2.1 eV
- Relative energy (zero: lowest compared OMol25 entry of this formula, charge and spin): 64.58 kJ/mol
- LUMO: 3.304 eV
- DFT total energy: -9515.7459 eV

Each line ends with the Mulliken charge.
Atoms and positions in Å:
1 O 1.26931 2.80828 -2.88765  -0.901
2 C 0.85072 0.84217 -1.49200  -0.272
3 C -0.59047 0.79436 -0.96726  -1.074
4 C -0.12970 -0.87008 0.87702  -0.506
5 C -1.13662 -0.41343 -0.17574  -0.538
6 C -0.65723 -1.44010 2.16048  -0.150
7 C 1.37288 2.32182 -1.64209  -0.341
8 C -0.42532 -2.68602 2.56112  -0.763
9 H 0.76930 2.95080 -0.93606  0.108
10 H -2.04929 -0.02008 0.27092  0.352
11 H -1.26366 -0.79350 2.79211  0.289
12 H -0.59111 -3.10315 3.55263  0.259
13 H 1.54678 0.25500 -0.88013  0.345
14 H 0.09595 -3.35667 1.87739  0.236
15 H -1.26298 1.07020 -1.77669  0.384
16 H -1.42776 -1.19511 -0.88685  0.280
17 H 0.44254 0.01422 1.17903  0.278
18 H 2.42523 2.25656 -1.23785  0.136
19 H 0.88375 0.47664 -2.51997  0.250
20 H 0.57242 -1.58196 0.44185  0.239
21 H -0.69474 1.67003 -0.31025  0.389

Cartesian forces (eV/Å) of the 6 atoms listed first:
0.1 -0.1 -0.1
-0.4 0.0 -0.1
0.1 0.7 0.3
-0.2 0.0 0.3
0.2 0.7 -0.8
-0.4 -0.5 0.0

No. 2
# C7H13O

An isolated ion of composition C7H13O and charge -1 in a non-equilibrium geometry (the ωB97M-V functional and the def2-TZVPD basis, OMol25).

- Kohn-Sham gap: 5.323 eV
- SMILES string: C=CCCCCC[O-]
- Spin multiplicity: 1
- Net charge: -1
- Highest occupied orbital energy: -2.1 eV
- Relative energy (zero: lowest compared OMol25 entry of this formula, charge and spin): 208.83 kJ/mol
- LUMO: 3.221 eV
- DFT total energy: -9514.2508 eV

Each line ends with the Mulliken charge.
Atoms and positions in Å:
1 O 2.25840 3.96579 0.04564  -0.898
2 C 1.03318 1.88154 -0.25944  -0.559
3 C -0.23584 -1.87907 0.05174  -0.289
4 C -2.39781 -2.92841 -0.37061  -0.817
5 C 1.40483 3.14720 0.72093  -0.427
6 C -1.65534 -1.80131 -0.29128  -0.106
7 C 0.47202 -0.69234 -0.43441  -1.212
8 C 0.27318 0.64413 0.40903  -0.775
9 H 1.65812 2.73751 1.65697  0.240
10 H -1.89049 -0.73499 -0.43924  0.286
11 H 0.60204 0.44867 1.39980  0.494
12 H -1.99263 -3.91323 -0.11536  0.257
13 H -0.21360 -2.12187 1.15284  0.272
14 H 0.26081 2.02372 -1.12389  0.171
15 H 0.29177 -0.45618 -1.40626  0.525
16 H -3.46658 -3.00280 -0.55515  0.271
17 H -0.66929 1.02621 0.65960  0.483
18 H 1.99979 1.51337 -0.75461  0.224
19 H 0.29343 -2.73776 -0.51783  0.257
20 H 1.55993 -0.79040 -0.71946  0.478
21 H 0.41407 3.67020 0.89098  0.124

Cartesian forces (eV/Å) of the 6 atoms listed first:
0.0 -0.5 1.1
-0.8 -1.6 -0.3
1.6 -2.9 -0.1
-0.2 1.0 0.3
-1.4 0.9 -4.7
-1.2 -1.3 -0.4

No. 3
# C7H13O

A 2-piece molecular cluster, C7H13O overall in a non-equilibrium geometry (the ωB97M-V functional and the def2-TZVPD basis, OMol25).

- Kohn-Sham gap (alpha / beta): 5.256 / 5.219 eV
- Spin multiplicity: 2
- Net charge: -2
- Highest occupied orbital energy (alpha / beta): 1.3 / 1.4 eV
- Relative energy (zero: lowest compared OMol25 entry of this formula, charge and spin): 413.33 kJ/mol
- LUMO (alpha / beta): 6.606 / 6.599 eV
- <S²>: 0.758
- DFT total energy: -9508.3247 eV

Each line ends with the Löwdin spin population.
Atoms and positions in Å:
1 O 2.85023 -1.10433 2.08808  0.006
2 C -1.56643 1.04264 0.16484  0.056
3 C 2.97861 -0.50620 0.90678  0.001
4 C -2.88918 1.19105 -0.54315  0.007
5 C 0.43305 -0.42722 0.60087  0.259
6 C -0.71807 0.09059 -0.22871  0.015
7 C 1.75959 0.35089 0.44463  0.021
8 C -0.90939 -0.75979 -1.52247  0.014
9 H -2.87029 0.88104 -1.62375  0.000
10 H -3.65130 0.56250 -0.08916  0.001
11 H 0.14155 -0.30005 1.77245  0.145
12 H 0.63529 -1.49440 0.47859  0.004
13 H 3.87125 0.18831 0.73560  0.000
14 H 0.03858 -1.14205 -1.90949  0.000
15 H 1.66058 1.26142 1.06017  0.007
16 H -3.26741 2.21952 -0.53741  0.002
17 H -0.46524 -0.19172 2.59992  0.449
18 H -1.76174 -1.43479 -1.66407  0.001
19 H -1.15320 0.01248 -2.26945  0.001
20 H 3.14266 -1.27206 0.08162  0.000
21 H 1.74087 0.83216 -0.54592  0.010

Cartesian forces (eV/Å) of the 6 atoms listed first:
0.2 0.3 0.4
-0.3 0.1 0.9
0.1 0.1 -1.1
0.5 0.3 -1.2
0.8 1.1 -0.3
-0.4 -1.6 0.1

No. 4
# C7H13O3S

A 2-piece molecular cluster, C7H13O3S overall in a non-equilibrium geometry (the ωB97M-V functional and the def2-TZVPD basis, OMol25).

- Kohn-Sham gap: 7.457 eV
- Spin multiplicity: 1
- Net charge: -1
- Highest occupied orbital energy: -4.2 eV
- Relative energy (zero: lowest compared OMol25 entry of this formula, charge and spin): 0.00 kJ/mol
- LUMO: 3.268 eV
- DFT total energy: -24447.1238 eV

Each line ends with the Mulliken charge.
Atoms and positions in Å:
1 S -1.10067 2.00427 -0.26608  -0.101
2 O 2.16140 1.35454 0.38497  -0.720
3 O 3.79259 0.08555 1.13711  -0.707
4 O 0.25471 1.70772 -1.13218  -0.560
5 C 3.12209 -1.76737 -1.03126  -0.661
6 C -1.69937 0.26122 0.23781  1.384
7 C 3.01494 0.42913 0.27227  0.655
8 C 2.84630 -0.45859 -0.99021  -0.246
9 C -0.62757 -0.31439 1.13435  -1.745
10 C -2.85230 0.76473 1.18892  -1.466
11 C -2.03430 -0.46098 -1.09232  -1.631
12 H -1.17778 -0.51579 -1.61251  0.441
13 H -0.85804 -1.23850 1.66879  0.453
14 H 2.05598 0.02715 -1.47903  0.286
15 H 3.88270 -2.25125 -0.38560  0.243
16 H 0.13727 -0.71421 0.46910  0.228
17 H -2.84002 0.17855 -1.52398  0.370
18 H 1.25147 1.68807 -0.60507  0.467
19 H -2.84319 0.22112 2.20126  0.261
20 H -3.81966 0.71032 0.75709  0.397
21 H 2.70506 -2.52378 -1.65272  0.296
22 H -2.27103 -1.43667 -0.85106  0.438
23 H -0.30263 0.40516 1.74884  0.574
24 H -2.79795 1.84402 1.42152  0.345

Cartesian forces (eV/Å) of the 6 atoms listed first:
1.0 -1.0 0.0
-0.2 1.0 -0.7
1.3 -0.3 0.9
0.5 0.3 -0.4
1.3 0.4 0.8
-0.3 2.5 0.8

No. 5
# C7H14

A 2-piece molecular cluster, C7H14 overall in a non-equilibrium geometry (the ωB97M-V functional and the def2-TZVPD basis, OMol25).

- Kohn-Sham gap: 9.436 eV
- SMILES string: C/C=C\C.C=CC
- Spin multiplicity: 1
- Net charge: 0
- Highest occupied orbital energy: -8.4 eV
- Relative energy (zero: lowest compared OMol25 entry of this formula, charge and spin): 317.95 kJ/mol
- LUMO: 1.013 eV
- DFT total energy: -7482.9990 eV

Each line ends with the Mulliken charge.
Atoms and positions in Å:
1 C 0.74136 -0.29432 -1.23617  -0.042
2 C 0.02103 0.80948 -1.65861  -0.228
3 C -1.58691 -1.47024 0.11779  -0.741
4 C -0.96207 -1.57653 1.33482  -0.104
5 C 0.25716 2.19941 -1.18817  -1.203
6 C 1.82552 -0.25888 -0.22842  -1.207
7 C -0.66789 -0.35248 2.18490  -0.784
8 H -1.34659 -2.39141 1.95371  0.342
9 H -0.73694 2.63222 -1.04267  0.302
10 H -2.35482 -2.21164 -0.06702  0.331
11 H 2.74294 -0.35325 -0.81938  0.333
12 H 1.73697 -1.14915 0.39869  0.291
13 H 0.28703 -0.69851 2.59687  0.272
14 H 0.80102 2.70126 -1.99632  0.353
15 H -1.59411 -0.10339 2.71652  0.334
16 H 0.89664 2.30937 -0.31306  0.279
17 H -0.62267 0.70852 -2.53663  0.439
18 H -1.62430 -0.44057 -0.24556  0.243
19 H 1.88405 0.59626 0.44176  0.326
20 H -0.44062 0.47671 1.51848  0.118
21 H 0.74320 -1.13284 -1.93153  0.346

Cartesian forces (eV/Å) of the 6 atoms listed first:
-1.2 3.2 -2.1
2.3 -2.6 0.5
0.3 0.6 3.1
-3.9 0.6 -1.2
-0.4 0.0 -0.2
0.2 -0.8 0.0

No. 6
# C7H14

One molecule with the formula C7H14 in a non-equilibrium geometry (the ωB97M-V functional and the def2-TZVPD basis, OMol25).

- Kohn-Sham gap: 9.044 eV
- SMILES string: C/C=C(\C)CCC
- Spin multiplicity: 1
- Net charge: 0
- Highest occupied orbital energy: -8.0 eV
- Relative energy (zero: lowest compared OMol25 entry of this formula, charge and spin): 227.52 kJ/mol
- LUMO: 1.041 eV
- DFT total energy: -7483.9363 eV

Each line ends with the Mulliken charge.
Atoms and positions in Å:
1 C -1.21954 0.98710 2.29832  -1.350
2 C -1.89582 -1.05648 0.11981  -1.520
3 C 0.15484 -0.14323 -1.08118  -0.838
4 C 1.56219 0.24558 -0.63061  -0.144
5 C 2.55722 -0.40171 -1.60069  -1.367
6 C -0.92095 1.12703 0.85248  -0.120
7 C -0.89543 0.06694 0.00507  0.558
8 H -0.88020 0.00429 2.61999  0.359
9 H -0.59041 1.94973 0.20288  0.379
10 H -2.68472 -0.77861 0.86326  0.341
11 H 2.46338 -1.49426 -1.64031  0.345
12 H 0.09285 -1.15573 -1.46910  0.360
13 H 1.57320 1.30913 -0.39474  0.379
14 H -2.55136 -1.39703 -0.68266  0.386
15 H 1.84769 -0.22534 0.31841  0.235
16 H -0.66209 1.66549 2.95607  0.335
17 H -1.51782 -1.95750 0.61162  0.339
18 H 2.46216 -0.15863 -2.67825  0.330
19 H -2.27532 1.01752 2.57572  0.343
20 H 3.61074 -0.16552 -1.40283  0.366
21 H -0.23060 0.56124 -1.84326  0.283

Cartesian forces (eV/Å) of the 6 atoms listed first:
-0.6 0.2 0.8
-1.1 -0.5 2.9
-1.5 2.0 0.3
0.1 -1.4 -0.2
0.9 0.6 -1.4
0.8 -1.1 -2.7